Version a
14
Properties=species:S:1:pos:R:3 method="wB97M-V/def2-TZVPD" orbital_gap_ev=9.59 smiles=CNC.N
H 1.08358 -0.26884 -2.47348
H 0.64773 -1.63578 -0.04568
C -0.28614 -0.99460 0.00453
C 0.18311 0.31851 -1.96203
H -0.16422 -0.49257 1.00171
H -1.16355 -1.63261 0.46408
H -0.13421 1.49790 2.51730
N 0.67775 1.02692 2.65251
H -1.05390 -1.39357 -1.81884
H 1.15819 1.77293 2.99757
H 0.67803 1.04857 -1.31204
H -0.41426 0.74996 -2.84020
N -0.75724 -0.45982 -1.26252
H 0.53724 0.44079 3.52465

Version b
14
Properties=species:S:1:pos:R:3 method="wB97M-V/def2-TZVPD" orbital_gap_ev=8.28
H 0.13047 -0.97309 1.43334
H -1.14626 1.68032 0.11948
N -0.25890 1.46868 0.58904
H 0.34373 -2.46104 -0.14742
H -1.13136 -2.02242 -1.06450
H 0.88075 2.59958 -0.67682
C -0.27316 -1.61814 -0.50178
H 0.33457 -0.99956 -1.18342
H -0.34279 0.50666 0.93568
C 0.87444 1.55118 -0.33413
N -0.58833 -0.82193 0.71701
H 0.83205 0.89245 -1.21780
H 1.81428 1.35259 0.20797
H -1.46950 -1.15528 1.12335

Version c
14
Properties=species:S:1:pos:R:3 method="wB97M-V/def2-TZVPD" orbital_gap_ev=9.67 smiles=CNC.N
N 0.06619 -0.30409 0.77330
H -2.65103 0.62233 -1.13733
H 0.56779 -1.06811 -1.02569
H 1.26408 1.23747 -0.04286
H -1.57636 1.55552 -1.99044
N -1.74517 0.63067 -1.58293
H -1.13905 0.65289 -0.74463
H -0.63233 -0.38786 1.49749
H 0.68261 1.44154 1.66737
H -0.03594 -2.32526 -0.03398
H 2.00978 0.38830 1.30803
C 0.58967 -1.43192 0.00356
C 1.04675 0.74399 0.90849
H 1.55301 -1.75545 0.39964

Most stable: version c (next structure +0.0472 hartree)